Computed, not measured: a molecular structure, C31H25Br6F5O17 in a non-equilibrium geometry, with ωB97M-V/def2-TZVPD.

Gap between HOMO and LUMO   8.31 eV
E_LUMO   -0.059 hartree
HOMO level   -9.92 eV

```
! wB97M-V def2-TZVPD RIJCOSX def2/J DEFGRID3
* xyz 0 1
H 2.71 -4.38 5.47
H -3.70 2.98 -0.33
C -2.77 2.41 -0.30
H -1.36 -2.46 0.76
C 2.45 -2.31 6.05
H 0.74 -4.46 -2.11
H -3.48 1.79 1.65
C 1.29 -1.93 3.53
O 0.66 4.51 -3.95
O -0.89 -3.08 -2.21
H -1.43 3.23 -4.61
Br 3.79 -0.53 -0.38
C 0.83 -1.78 2.12
F 1.45 3.73 -5.91
H 0.78 2.97 2.82
C 1.11 4.83 -5.24
C 2.44 -3.37 5.19
H -0.23 1.73 -3.28
C 0.75 2.33 0.76
C 0.82 2.15 2.13
C 0.98 0.53 4.03
O 2.76 5.02 -3.70
C 2.01 -1.02 5.70
O -1.01 0.09 -4.33
C -1.62 -3.43 -3.20
O -4.82 -4.33 -1.18
O 0.76 1.30 4.94
O -3.39 0.38 0.15
F -2.59 -4.25 2.52
C -0.30 1.33 -4.30
F -1.77 3.23 -0.15
C -3.12 0.28 -1.13
H 2.04 -0.17 6.36
O -3.20 -2.85 -0.44
O -2.83 -3.24 -3.33
H 1.71 -4.10 3.37
C -3.94 -3.96 -0.44
Br -1.57 1.25 9.74
O -2.55 1.50 -1.36
Br 4.35 -0.08 2.74
H -1.41 -4.82 0.99
O 0.80 -2.78 1.31
H 2.27 6.63 -4.84
C 0.77 0.82 2.60
H 0.64 1.32 -1.20
O -0.79 -3.93 -4.14
C 2.40 5.55 -4.94
O -2.40 1.59 -5.26
H 3.65 1.64 0.80
H 3.22 5.35 -5.63
F -0.65 2.48 -6.28
Br 0.40 -1.25 8.87
C -2.80 1.48 0.85
C 0.49 -3.46 -2.48
C 0.69 -0.27 1.70
O -3.41 -0.61 -1.96
O -3.53 -4.79 0.60
F 1.28 -2.50 -2.03
C 4.35 0.82 0.95
C -2.38 -2.84 0.74
H -3.06 -2.30 1.40
O -3.12 -0.50 -4.87
H -0.53 0.73 7.40
H 0.32 5.29 -5.84
H 0.69 1.18 -4.74
H 2.90 -2.39 7.03
C 0.59 -0.06 0.33
H -1.87 1.23 1.35
C 0.49 -3.46 -3.94
C -2.21 0.28 -4.86
C 1.81 -3.19 3.94
C 1.45 -0.82 4.45
H 0.63 -0.80 -0.46
H 1.21 -4.16 -4.35
C -0.21 0.61 8.44
C -1.22 2.28 -5.10
H 0.53 -2.47 -4.39
H 0.73 3.33 0.36
C 0.70 1.23 -0.12
C -2.33 -4.29 1.23
O 1.74 4.26 -1.91
Br 1.48 1.63 8.62
C 1.72 4.64 -3.05
Br 6.09 1.45 0.29
*
```

Atom charges from the Mulliken analysis, given in e for atoms 1 to 8: 0.413 0.209 0.159 -0.655 -0.658 0.243 0.326 0.232

Computed, not measured: a molecular structure, C31H25Cl3N5O5S2Zr in a non-equilibrium geometry, with ωB97M-V/def2-TZVPD.

Gap between HOMO and LUMO   6.72 eV
Energy relative to the best compared isomer or geometry (same formula, charge and spin)   20.35 kcal/mol
E_LUMO   -0.127 hartree
HOMO level   -10.18 eV

```
! wB97M-V def2-TZVPD RIJCOSX def2/J DEFGRID3
* xyz 1 1
S -0.73 -2.56 0.21
C -4.52 -1.42 -1.30
H 2.85 -2.10 4.57
C -0.37 4.54 -1.36
C 1.11 -2.15 -2.47
S -3.41 -1.19 0.13
C -0.78 -1.41 -3.81
C -0.61 -2.50 -4.65
C -0.90 0.85 -1.86
C -2.47 2.27 3.33
Zr 1.23 -0.23 -0.16
H -1.21 -1.46 2.55
H -5.53 -1.55 -0.92
H -3.07 1.48 3.76
C -4.01 -2.66 -2.02
N 1.95 -1.71 1.37
C 3.14 1.76 1.13
C 0.08 -1.21 -2.73
C -1.09 0.62 2.07
Cl 4.85 -0.34 0.97
O 2.96 -3.95 -1.16
H -4.05 -2.52 -3.10
C 1.60 3.28 -0.87
H -0.88 5.49 -1.49
O -2.05 0.76 -2.24
C 3.57 -3.32 2.94
H 1.55 5.42 -0.90
H -2.06 3.30 -1.88
C -1.00 4.36 2.23
H 4.05 -4.30 1.06
H 4.21 -3.94 3.55
N 1.80 -1.94 -1.26
H -2.64 -0.51 2.98
N -2.63 -2.86 -1.61
C -2.05 4.63 3.09
H -2.02 -3.50 -2.09
C -1.03 3.34 -1.56
C 4.26 1.12 0.17
C -1.55 -0.51 2.94
H -3.60 3.79 4.32
H 0.17 2.83 1.28
C 1.29 -3.22 -3.35
C -2.20 -2.25 -0.52
H 0.59 -4.21 -5.11
C 3.49 -3.53 1.57
C 0.98 4.51 -1.03
H -4.59 -3.55 -1.77
C -2.78 3.59 3.64
H -2.29 5.65 3.35
H -1.18 -0.37 3.96
H 2.65 3.24 -0.64
C -1.43 1.99 2.45
Cl 5.57 2.21 -0.16
C 2.68 -2.70 0.82
H 1.44 -0.71 3.09
Cl 3.46 0.58 -1.37
C 2.81 -2.30 3.50
O 2.10 1.01 1.22
C 0.43 -3.39 -4.43
H -1.57 -0.69 -4.00
H 2.08 -3.92 -3.16
O 3.37 2.81 1.66
N 0.96 2.12 -1.03
N 0.08 -0.09 -1.89
C 2.02 -1.52 2.69
H -1.28 -2.64 -5.48
H -0.41 5.17 1.81
C 2.51 -2.94 -0.67
H -4.45 -0.53 -1.91
C -0.69 3.05 1.91
C -0.33 2.16 -1.39
O -0.43 0.41 1.04
*
```

Atom charges from the Mulliken analysis, given in e for atoms 1 to 8: -0.342 -0.492 0.497 -0.741 0.565 -0.033 -0.915 -0.882

Computed, not measured: a molecular structure, C31H25GeN5PtSe, with ωB97M-V/def2-TZVPD.

Gap between HOMO and LUMO (spin up / spin down)   6.95 / 6.09 eV
Energy relative to the best compared isomer or geometry (same formula, charge and spin)   5.63 kcal/mol
E_LUMO (spin up / spin down)   -0.137 / -0.167 hartree
HOMO level (spin up / spin down)   -10.67 / -10.64 eV

```
! wB97M-V def2-TZVPD RIJCOSX def2/J DEFGRID3
* xyz 1 2
C -0.50 0.73 -3.86
H 0.99 -5.61 -3.65
H 1.79 -5.25 -0.43
C 3.28 -2.29 1.45
C -1.29 -1.88 -2.15
H -1.44 3.15 -6.74
H -2.35 1.29 1.20
H 0.71 -3.05 -0.65
C 0.16 2.26 -5.62
C -2.10 -5.54 -2.29
C 1.97 -0.94 -2.76
C 0.49 1.39 -4.59
H -4.22 -4.28 -1.25
C 2.20 -4.40 0.10
C -3.52 -2.26 -1.27
H -2.63 0.45 -3.67
H 0.83 -3.22 -3.26
H 3.79 -5.56 0.97
H -4.26 0.33 2.43
N 3.56 -1.04 2.00
C -4.45 -2.25 3.24
H -2.56 -0.35 -1.37
H -2.15 -3.42 2.49
C 3.34 -4.57 0.90
C -1.17 2.47 -5.93
Pt 0.29 0.42 -0.15
C -3.41 -3.61 -1.49
C 0.10 -5.20 -3.19
C -2.33 0.25 1.50
C -2.17 1.82 -5.22
H -0.32 -2.30 1.26
C -1.83 0.95 -4.20
C 1.58 -3.18 -0.03
C -2.45 -1.41 -1.59
C -2.22 -4.14 -2.06
C -1.15 -3.28 -2.40
C -3.40 -0.29 2.19
H 2.14 -1.34 -3.76
N 1.76 -0.77 0.75
H 2.61 0.86 1.84
C -1.20 -1.76 1.54
H 4.78 -3.66 2.20
C 2.15 -2.10 0.67
C 2.63 -0.18 1.55
N -1.26 -0.47 1.17
H -4.43 -1.85 -0.85
Ge 0.07 -0.53 -2.51
H -0.88 -7.12 -3.02
N -0.88 1.81 -0.94
H -2.93 -6.18 -2.02
Se -3.66 2.63 -1.33
C -3.35 -1.63 2.55
C -2.00 2.14 -1.10
H 1.54 1.25 -4.35
C -0.97 -6.06 -2.84
H -3.21 1.99 -5.46
N -5.33 -2.74 3.79
C 0.01 -3.86 -2.98
H 0.94 2.76 -6.17
C -2.22 -2.38 2.22
C 3.90 -3.52 1.59
H 2.53 -0.01 -2.67
H 2.34 -1.64 -2.03
H 4.31 -0.81 2.63
*
```

Atom charges from the Mulliken analysis, given in e for atoms 1 to 8: 0.517 0.469 0.564 0.228 1.354 0.390 0.620 1.020

Computed, not measured: a molecular structure, C31H25N6O4Re in a non-equilibrium geometry, with ωB97M-V/def2-TZVPD.

Gap between HOMO and LUMO (spin up / spin down)   6.08 / 4.83 eV
Energy relative to the best compared isomer or geometry (same formula, charge and spin)   12.43 kcal/mol
E_LUMO (spin up / spin down)   -0.372 / -0.418 hartree
HOMO level (spin up / spin down)   -16.20 / -16.20 eV

```
! wB97M-V def2-TZVPD RIJCOSX def2/J DEFGRID3
* xyz 3 4
H 2.97 1.67 -1.17
C 3.04 4.18 1.09
H -3.03 0.91 0.89
H -4.24 0.48 -3.64
H 0.94 -4.07 3.09
H -2.53 -0.48 5.60
C 2.91 -3.21 2.86
C 2.53 -1.53 -4.06
C -2.89 0.54 1.90
H -0.79 2.30 -1.84
N 1.61 -1.25 1.37
C -3.44 0.49 -2.91
C -1.50 1.49 -1.93
O -5.22 -0.49 5.77
H -2.63 2.39 -3.51
C 1.54 -3.27 2.67
N -0.82 -1.55 0.48
H 1.23 1.20 -2.54
H 3.58 5.08 1.35
H -0.57 0.34 4.36
N -0.50 1.07 1.81
C 2.93 -1.20 1.57
H 1.25 -2.70 -1.14
C -1.64 0.62 2.52
C 3.40 3.42 -0.01
O -5.76 -1.84 4.10
O -2.91 -2.46 0.13
C -3.98 0.04 2.58
C 2.68 2.27 -0.32
C -2.24 -0.54 -1.13
C 0.93 -2.28 1.91
C 3.25 -1.95 -5.27
H -4.94 0.01 2.09
H 2.36 -3.48 -3.17
H 1.65 4.29 2.73
N -1.34 0.46 -1.10
C -2.07 -1.65 -0.12
C -3.83 -0.38 3.90
H 3.87 -1.15 -5.68
C -2.54 1.54 -2.85
C 1.26 2.60 1.46
C 0.11 2.14 2.20
H -0.23 2.72 3.05
H 2.53 -2.22 -6.05
C 2.16 -2.43 -3.05
C -0.55 -2.34 1.59
C 1.95 3.75 1.84
C 1.54 0.17 -2.68
H 2.37 0.56 -4.59
H 3.45 -0.36 1.12
C -1.52 0.25 3.86
H -5.49 -2.17 3.23
N 1.61 1.86 0.37
N 1.26 -0.69 -1.68
C 2.16 -0.19 -3.85
C -5.03 -0.94 4.68
H -3.97 -1.42 -2.00
C -3.30 -0.57 -2.02
H 4.69 -2.08 2.40
O -1.35 -2.96 2.24
H 3.42 -3.98 3.42
C -2.62 -0.23 4.56
H 4.25 3.69 -0.62
C 3.62 -2.16 2.30
Re 0.38 0.03 0.14
H 3.86 -2.83 -5.10
C 1.54 -1.99 -1.91
*
```

Atom charges from the Mulliken analysis, given in e for atoms 1 to 8: 0.625 -0.549 0.744 0.507 0.595 0.504 -0.449 0.972

Computed, not measured: a molecular structure, C31H25N7S2Sn, with ωB97M-V/def2-TZVPD.

Gap between HOMO and LUMO   7.68 eV
Energy relative to the best compared isomer or geometry (same formula, charge and spin)   14.13 kcal/mol
E_LUMO   -0.215 hartree
HOMO level   -13.53 eV

```
! wB97M-V def2-TZVPD RIJCOSX def2/J DEFGRID3
* xyz 2 1
H 2.97 3.43 -3.69
C -2.68 -2.15 -2.07
C 1.66 2.16 -2.55
H -5.29 1.31 -0.53
H -2.12 -3.60 2.69
H 1.06 4.76 -4.61
H 2.46 1.56 -2.13
H -5.27 2.68 -2.62
C 2.14 3.43 0.43
C -4.35 2.30 -2.20
N -1.99 1.29 -1.17
H 1.42 1.79 3.68
C -3.13 2.61 -2.78
C 1.95 3.20 -3.42
C 4.48 3.06 0.04
H -1.24 4.18 -3.94
C 1.99 2.10 0.83
H 3.21 -5.60 3.14
N -0.42 -0.54 2.55
C 1.88 -4.59 1.79
C -3.77 -3.01 -2.13
C 3.04 -0.18 1.28
Sn -0.11 -0.25 -0.82
C 3.10 1.24 0.85
C 1.55 -3.40 1.17
C 3.43 -2.36 2.29
C 3.38 3.91 0.02
C 0.89 3.94 -3.93
H 5.20 1.09 0.47
H 4.61 -3.62 3.59
C -2.27 -2.52 2.78
S 0.29 1.68 1.17
H 3.48 4.94 -0.28
C -1.91 -1.86 1.49
C -0.61 2.54 -2.70
C 0.30 0.51 2.54
H -4.02 -3.60 1.19
C 4.33 1.75 0.45
C 3.76 -3.56 2.92
H -3.10 3.23 -3.67
H -3.32 -2.35 3.02
C -2.58 -2.31 0.24
H 1.27 4.09 0.43
S 4.21 -0.82 2.38
C 2.33 -2.27 1.43
H 5.45 3.43 -0.27
C -0.41 3.60 -3.56
C 2.98 -4.66 2.67
C -1.96 2.13 -2.22
H -1.65 -2.15 3.59
C -3.65 -3.19 0.25
H 1.31 -5.48 1.59
H -2.24 -1.73 -2.97
C -3.17 1.03 -0.58
N 2.14 -1.01 0.88
C -4.37 1.53 -1.05
H -3.13 0.39 0.29
H -5.09 -4.22 -0.95
C -4.25 -3.54 -0.95
N 1.07 0.86 3.59
H -4.22 -3.25 -3.08
N 0.42 1.85 -2.19
N -1.05 -0.91 1.38
H 1.04 0.27 4.41
N -2.11 -1.81 -0.92
H 0.73 -3.34 0.47
*
```

Atom charges from the Mulliken analysis, given in e for atoms 1 to 8: 0.477 -0.306 -0.297 0.475 0.387 0.462 0.583 0.466

Computed, not measured: a molecular structure, C31H25N9Sc, with ωB97M-V/def2-TZVPD.

Gap between HOMO and LUMO   7.17 eV
Energy relative to the best compared isomer or geometry (same formula, charge and spin)   86.03 kcal/mol
E_LUMO   -0.102 hartree
HOMO level   -9.96 eV

```
! wB97M-V def2-TZVPD RIJCOSX def2/J DEFGRID3
* xyz 1 1
H -3.70 1.52 0.37
C 1.29 2.89 4.08
H 3.57 -0.86 1.98
N 0.39 -0.31 -0.92
N 2.45 0.40 -1.79
H -5.45 -0.30 0.35
N 2.25 1.71 0.69
H 2.07 -2.86 3.26
H 3.11 -4.78 2.08
N 0.77 3.95 -1.85
H 1.72 -1.59 -1.93
C -1.90 0.11 -1.68
N 3.17 0.05 1.82
C -1.55 -1.11 0.38
C -0.55 0.79 -1.37
C 1.84 -3.05 2.22
H 0.92 3.79 2.17
H 2.50 -5.25 -0.27
C 2.92 0.57 0.61
N 0.37 6.14 -2.80
C 1.87 1.83 4.80
H -4.79 -1.20 -4.04
H -2.20 -2.99 1.07
C -3.48 0.60 -0.19
H -4.57 -2.28 1.40
H 3.38 -1.11 -0.61
H 3.00 0.00 4.71
C 2.41 -4.14 1.56
C -0.34 -1.53 -0.48
N -1.04 1.32 -0.03
C -2.03 0.18 -0.12
C 1.36 2.96 2.71
H 0.92 -3.80 -1.45
H 0.91 -0.42 -2.98
C -3.27 0.88 -1.74
C -2.95 -1.72 -2.97
H -1.60 2.15 -0.21
C 2.60 0.88 2.77
H -1.19 -3.05 -1.63
H -2.97 -2.75 -3.28
C 0.73 7.38 -2.48
C 0.59 -2.49 0.23
C 0.94 -2.24 1.55
C -4.07 -0.84 -3.31
C -4.38 -0.48 0.35
H 4.36 0.33 -0.91
C 1.34 -0.58 -1.99
Sc 1.06 2.12 -1.10
H 1.80 1.83 5.88
H -5.09 0.97 -3.00
C -1.93 -1.27 -2.22
C 3.35 -0.02 -0.69
C 2.03 1.93 2.05
H 0.78 3.68 4.63
H -3.13 1.95 -1.90
H 0.47 -1.40 2.06
C -2.46 -1.95 0.87
N -0.89 -2.09 -1.73
C -3.89 -1.57 0.94
C 2.54 0.81 4.16
H 3.00 0.46 -2.65
C 2.07 -4.40 0.24
C -4.25 0.34 -2.73
C 1.17 -3.58 -0.42
N 1.01 8.47 -2.25
C 0.60 5.06 -2.27
*
```

Atom charges from the Mulliken analysis, given in e for atoms 1 to 8: 0.475 -0.700 0.315 1.760 -0.139 0.431 -0.240 0.506

Computed, not measured: a single C31H26F3NO2S molecule in a non-equilibrium geometry, with ωB97M-V/def2-TZVPD.

Gap between HOMO and LUMO   8.38 eV
Structure (SMILES)   Cc1ccc([C@H](c2c(C)[nH]c3ccccc23)[C@H](c2ccc(C(F)(F)F)cc2)S(=O)(=O)c2ccccc2)cc1
E_LUMO   0.016 hartree
HOMO level   -7.93 eV

```
! wB97M-V def2-TZVPD RIJCOSX def2/J DEFGRID3
* xyz 0 1
H -1.87 3.05 4.00
C -1.10 0.60 1.60
H 1.87 3.22 -1.92
C -1.96 -1.72 0.74
C -4.31 -2.11 1.26
H 2.96 -5.00 2.09
C 2.46 -0.67 1.26
H -3.08 -3.41 0.06
S -0.71 2.18 -1.56
H -4.06 0.55 -4.87
H 2.94 0.18 0.76
C -2.03 -0.51 1.45
H 0.78 1.48 0.86
H -0.99 -2.02 0.32
C 1.39 -2.67 2.82
H 4.48 -4.05 2.14
C 3.66 2.23 -2.41
H 4.26 -1.09 -2.48
H -5.12 0.26 -0.68
F 6.65 1.18 -1.80
C 2.34 2.23 -1.97
C -2.56 1.22 -3.46
C -4.71 0.29 -2.82
H 1.01 -3.47 3.48
H -5.29 -0.61 2.53
C 2.40 -0.16 -1.86
H -0.10 0.01 -1.15
H 3.57 -4.36 3.62
C 4.38 1.05 -2.51
F 6.24 -0.03 -3.57
C 0.40 0.89 -0.73
H -0.32 -1.45 3.01
C 3.21 -1.81 1.53
C -3.17 1.06 -1.13
H -1.35 3.60 2.37
O -0.19 2.72 -2.80
F 6.15 2.15 -3.69
C -1.29 2.76 3.09
C -4.37 -0.95 2.02
C -3.11 -2.50 0.63
C 5.85 1.08 -2.87
C 0.23 0.53 0.94
C 3.73 -0.16 -2.30
H -3.71 1.53 3.32
C -3.80 0.66 -3.81
O -1.10 3.06 -0.50
H 4.23 -1.90 1.14
C -3.24 -0.17 2.12
H 4.13 3.17 -2.68
H -1.88 1.60 -4.24
H -0.24 2.61 3.38
C -1.74 1.50 2.48
C 1.09 -0.60 1.55
H -5.67 -0.12 -3.10
C -2.20 1.34 -2.11
H -5.19 -2.73 1.13
C 3.46 -4.13 2.55
C 2.68 -2.85 2.29
N -3.02 1.07 2.74
H -2.96 1.34 -0.09
C -4.40 0.49 -1.48
C 0.64 -1.53 2.50
H 1.92 -1.12 -1.67
C 1.74 1.03 -1.52
*
```

Atom charges from the Mulliken analysis, given in e for atoms 1 to 8: 0.416 0.403 0.399 -0.017 -0.688 0.300 -0.647 0.431